34
Properties=species:S:1:pos:R:3:nbo_charge:R:1 method="wB97M-V/def2-TZVPD" total_energy_ev=-19244.121 homo_lumo_gap_ev=9.49 e_above_lowest_ev=0.628
N -2.406 -1.727 1.071 -0.7912
C -2.827 -0.861 0.242 0.5953
N -2.501 0.458 0.452 -0.6376
H -1.869 0.542 1.239 0.4101
C -2.192 1.352 -0.643 -0.2378
H -2.420 0.858 -1.590 0.2141
H -2.795 2.267 -0.562 0.1856
C -0.704 1.754 -0.661 0.0660
H -0.523 2.398 -1.533 0.1856
C -0.256 2.427 0.649 -0.1058
H 0.486 3.214 0.454 0.1756
O 0.309 1.369 1.381 -0.5342
C 0.888 0.480 0.442 0.5563
C 2.352 0.858 0.153 -0.4494
C 2.982 -0.142 -0.811 -0.3989
C 2.910 -1.554 -0.240 -0.3951
C 1.456 -1.930 0.026 -0.3984
C 0.807 -0.945 0.991 -0.4560
H 1.319 -0.953 1.954 0.2048
H -0.240 -1.213 1.154 0.2649
H 0.900 -1.913 -0.913 0.2054
H 1.394 -2.936 0.443 0.2091
H 3.357 -2.260 -0.942 0.2054
H 3.477 -1.600 0.693 0.1904
H 2.436 -0.108 -1.755 0.2062
H 4.020 0.140 -1.003 0.2060
H 2.887 0.866 1.104 0.2098
H 2.388 1.863 -0.273 0.2044
O 0.116 0.612 -0.750 -0.5498
H -1.081 2.844 1.227 0.1955
N -3.623 -1.111 -0.866 -0.8452
H -4.228 -0.364 -1.169 0.3836
H -4.058 -2.020 -0.882 0.3891
H -2.760 -2.665 0.918 0.3364